Density functional theory data (wB97M-V/def2-TZVPD) for a single CH2F2O2S molecule.

Structure (ORCA input):
```
! wB97M-V def2-TZVPD RIJCOSX def2/J DEFGRID3
* xyz 0 1
S -1.5711 -0.2208 0.4278
F 0.4692 1.6401 0.0054
F 1.0121 -0.1505 1.2666
O -1.9914 -1.0736 -0.6594
O 1.4435 -0.0416 -0.8746
C 0.5095 0.3094 0.0475
H 1.1801 0.4493 -1.6634
H -1.0518 -0.9122 1.4502
*
```

Computed properties:
Max |F|   3.4 eV/A
Calculated total energy   -787.6201 a.u.
ΔE to the lowest compared entry with this formula, charge and spin   2.6 kcal/mol
Lowest unoccupied orbital energy   -0.00608 Ha

Mulliken atomic charge list, values in e, 2 entries: atom 1 (S): 0.32, atom 2 (F): -0.25